# C27H59IN5O8S2

A 5-piece molecular cluster, C27H59IN5O8S2 overall (wB97M-V/def2-TZVPD, the OMol25 dataset).

The geometry in ORCA input format:
```
! wB97M-V def2-TZVPD RIJCOSX def2/J DEFGRID3
* xyz -1 1
C 1.825 -4.641 -0.376
C 3.041 -3.924 0.464
C 4.336 -4.913 0.842
C 5.654 -4.313 1.644
C 5.563 -2.711 2.072
C 4.286 -1.738 1.704
C 2.969 -2.336 0.865
C 1.764 -1.287 0.496
S 0.162 -1.581 1.465
O 0.140 -0.513 2.628
O 0.132 -2.964 2.180
N -1.237 -1.241 0.478
S -1.506 -2.459 -0.744
O -2.683 -1.916 -1.644
O -0.300 -2.639 -1.739
C -2.080 -4.122 -0.098
C -3.705 -4.300 0.019
C -4.195 -3.758 1.511
I -3.694 -5.216 3.124
H 0.791 -4.246 0.004
H 2.028 -4.457 -1.516
H 1.787 -5.827 -0.244
H 4.351 -6.068 0.542
H 6.586 -5.000 1.887
H 6.498 -2.272 2.631
H 4.318 -0.604 2.046
H 2.146 -0.210 0.841
H 1.578 -1.172 -0.677
H -1.622 -4.441 0.935
H -1.694 -4.934 -0.883
H -4.328 -3.764 -0.813
H -3.938 -5.450 -0.029
H -5.367 -3.626 1.453
H -3.712 -2.704 1.715
C -4.405 2.632 2.580
C -2.996 2.044 2.637
C -1.990 2.923 3.416
O -1.542 4.080 2.706
C -2.451 5.170 2.727
N -2.532 1.781 1.267
H -4.498 3.439 1.851
H -5.124 1.858 2.287
H -4.712 3.014 3.559
H -3.068 1.085 3.164
H -1.090 2.322 3.596
H -2.378 3.201 4.404
H -2.994 5.237 3.674
H -3.147 5.092 1.890
H -1.880 6.090 2.590
H -1.638 1.291 1.313
H -2.292 2.684 0.847
C 7.630 -4.959 -3.556
C 6.827 -4.241 -2.472
C 6.268 -2.872 -2.921
O 7.241 -1.825 -2.975
C 8.048 -1.835 -4.143
N 7.659 -4.115 -1.266
H 8.637 -4.553 -3.676
H 7.747 -6.019 -3.298
H 7.120 -4.908 -4.522
H 5.970 -4.881 -2.230
H 5.531 -2.549 -2.175
H 5.729 -2.949 -3.873
H 7.495 -2.167 -5.026
H 8.928 -2.460 -3.983
H 8.401 -0.816 -4.319
H 7.086 -3.732 -0.513
H 8.345 -3.376 -1.446
C -8.137 6.190 1.134
C -7.738 4.770 1.530
C -8.802 3.706 1.177
O -9.936 3.693 2.050
C -10.901 4.695 1.772
N -7.408 4.748 2.963
H -8.856 6.636 1.826
H -7.256 6.843 1.132
H -8.568 6.212 0.128
H -6.830 4.522 0.967
H -8.338 2.718 1.285
H -9.121 3.785 0.131
H -10.988 4.901 0.702
H -10.661 5.607 2.321
H -11.869 4.343 2.136
H -7.040 3.826 3.199
H -8.291 4.795 3.479
C 3.960 3.348 -3.028
C 4.360 1.928 -2.632
C 3.295 0.864 -2.985
O 2.162 0.850 -2.113
C 1.196 1.853 -2.390
N 4.690 1.906 -1.199
H 3.242 3.794 -2.337
H 4.842 4.001 -3.030
H 3.530 3.370 -4.034
H 5.268 1.680 -3.196
H 3.760 -0.124 -2.877
H 2.977 0.943 -4.031
H 1.109 2.059 -3.461
H 1.437 2.765 -1.841
H 0.228 1.501 -2.026
H 5.058 0.984 -0.963
H 3.807 1.953 -0.683
*
```

E_HOMO, eV: -6.1
Kohn-Sham gap, eV: 8.3
Strongest force on any atom, hartree/bohr: 0.1270
DFT total energy, Ha: -3033.4569

Mulliken atomic charge list, values in e, 6 entries:
1 C -0.446
2 C 0.470
3 C -0.495
4 C -0.594
5 C -0.368
6 C -0.504